No. 1
ORCA calculation (the ωB97M-V functional and the def2-TZVPD basis) on 8 unconnected molecules or ions with the total composition C4H25N3O8 in a non-equilibrium geometry.

The LUMO energy comes out at -0.02 eV. Its relative energy (zero: lowest compared OMol25 entry of this formula, charge and spin) is 122.5 kcal per mole. Its HOMO-LUMO gap is 8.96 eV. The SMILES is CNC(=O)CNCN.O.O.O.O.O.O.O.

Last column: Mulliken charge in e.
Geometry (Å):
O 1.2694 -0.7962 -2.9808  -0.600
O -0.5255 1.6603 1.3150  -0.645
O -1.8859 -3.1668 -1.7767  -0.604
O -3.3421 0.8800 -3.0440  -0.692
O 1.0132 2.4526 3.3565  -0.679
O -3.7310 0.4851 -0.3837  -0.621
O -2.2353 3.0370 -0.6511  -0.605
O -1.6446 -0.8207 2.2937  -0.654
N 1.1760 -2.8929 2.3875  -0.592
N 1.8875 1.0743 -2.0607  -0.180
N 1.3196 -1.5349 0.2571  -0.062
C 2.2684 -1.2782 -0.8932  -0.706
C 2.5592 2.0199 -1.1326  -0.683
C 1.8448 -0.3354 -2.0269  0.352
C 1.9928 -2.5132 1.1770  -0.467
H -2.6876 3.8727 -0.2366  0.300
H 2.8829 -2.1547 1.5732  0.380
H -1.7880 -2.5197 -1.0461  0.284
H 3.4157 2.6052 -1.5480  0.306
H 0.1117 -2.5974 2.3804  0.189
H 1.4593 1.5984 3.2550  0.329
H 2.1567 -3.5816 0.6991  0.204
H -2.5520 0.2957 -2.9850  0.347
H 2.4482 -2.2285 -1.4952  0.252
H -0.7256 1.8363 2.2726  0.365
H 1.6023 1.5390 -2.8279  0.205
H -1.6626 0.0777 2.7190  0.226
H -2.3765 -0.9908 1.6751  0.321
H 1.7111 2.6004 -0.7285  0.216
H -1.2945 -3.8554 -1.4425  0.318
H -3.9207 1.3022 -0.8769  0.307
H 1.5417 -2.5690 3.2968  0.251
H 3.1508 -1.0505 -0.4158  0.567
H 0.4161 -1.5588 0.1694  0.168
H -4.1209 -0.1042 -1.1573  0.359
H 0.9005 2.8908 2.5142  0.319
H -1.7340 2.5649 -0.0377  0.408
H -0.9282 0.7047 1.3546  0.330
H 3.0024 1.3861 -0.2552  0.178
H -2.9752 1.6657 -2.6935  0.308

Forces on atoms 1 to 6 (eV/Å):
O -0.3 -1.5 -0.8
O -2.1 -2.5 1.5
O 0.4 0.4 1.2
O 0.6 -1.8 -0.7
O 0.0 -0.1 1.2
O -1.7 -1.7 -2.7

***

No. 2
ORCA calculation (the ωB97M-V functional and the def2-TZVPD basis) on a single C3H7N3 molecule in a non-equilibrium geometry.

The LUMO energy comes out at 1.03 eV. Its relative energy (zero: lowest compared OMol25 entry of this formula, charge and spin) is 40.5 kcal per mole. Its HOMO-LUMO gap is 8.13 eV. The SMILES is NC1=CCNN1.

Last column: Mulliken charge in e.
Geometry (Å):
N 2.0542 0.4966 -0.0227  -0.535
N 0.2774 -0.9552 -0.7460  -0.291
N -1.1717 -1.1286 -0.4553  -0.408
C 0.7359 0.1656 -0.1125  0.307
C -0.2792 0.8586 0.4236  -0.487
C -1.5537 0.1099 0.2522  -0.343
H -2.0242 -0.1124 1.2157  0.235
H -1.2483 -1.8997 0.2116  0.291
H 2.1998 1.4711 0.2200  0.244
H -2.2540 0.6860 -0.3616  0.183
H 2.5539 0.2430 -0.8692  0.248
H -0.2015 1.8155 0.9132  0.311
H 0.9113 -1.7506 -0.6691  0.246

Forces on atoms 1 to 6 (eV/Å):
N 1.3 -0.3 -0.8
N 0.5 -1.0 -0.9
N 1.1 -0.6 0.1
C -2.2 1.5 1.4
C 0.4 0.2 0.3
C -0.2 0.5 0.0

***

No. 3
ORCA calculation (the ωB97M-V functional and the def2-TZVPD basis) on a molecular structure, C16H24BrN3NaO5PSe in a non-equilibrium geometry.

The LUMO energy comes out at 4.23 eV. Its relative energy (zero: lowest compared OMol25 entry of this formula, charge and spin) is 0.0 kcal per mole. Its HOMO-LUMO gap is 5.82 eV. The charge is -2.

Last column: Mulliken charge in e.
Geometry (Å):
Br -1.0847 3.7340 2.3950  -0.215
Se -1.7595 -1.9302 1.7792  0.949
P -0.8669 -0.9686 -1.8107  1.050
Na -0.4611 0.5508 1.2274  0.755
O -2.8672 -3.0746 2.1106  -0.780
O -1.1835 -2.2201 0.2600  -0.495
O -0.3958 0.1130 -0.9265  -1.240
O -0.4475 -1.8580 2.7561  -0.752
O -2.4335 -0.4188 1.7403  -0.806
N -2.4645 -1.4065 -1.9939  0.633
N 0.2135 -2.2383 -2.0047  0.366
N -0.7438 -0.1917 -3.3664  0.184
C -3.3626 -0.2522 -1.9311  -1.079
C 1.6035 2.9020 3.0340  1.167
C -1.1123 -0.9129 -4.5606  -1.147
C -0.2075 -3.5110 -2.5531  -1.189
C 0.4844 3.6598 3.4824  0.139
C 2.7304 3.7198 5.0834  -0.846
C 1.2335 -2.4221 -0.9744  -0.925
C 3.9181 1.5876 2.3048  -0.768
C 2.7476 1.5154 1.5182  -0.167
C 3.9270 2.2957 3.4753  -0.797
C 0.4719 0.5629 -3.5793  -1.121
C 2.7555 2.9782 3.8756  1.043
C 1.6100 4.3992 5.4675  -0.347
C 0.4654 4.3782 4.6448  -0.619
C -3.1301 -2.5807 -1.4469  -1.071
C 1.5433 2.1345 1.8231  -1.307
H 1.4548 -1.4670 -0.5053  0.125
H -0.4227 4.9283 4.9262  0.349
H -0.5551 -4.1924 -1.7666  0.319
H -2.8932 0.6157 -2.3889  0.344
H -1.3077 -0.2038 -5.3760  0.369
H 0.8953 -3.1030 -0.1921  0.292
H -4.2818 -0.4894 -2.4781  0.324
H 1.5899 4.9596 6.3955  0.345
H -1.0029 -3.3823 -3.2856  0.368
H 0.6484 -3.9788 -3.0548  0.344
H 2.8194 0.9038 0.6183  0.327
H 4.8124 1.0575 1.9857  0.332
H 4.8075 2.3427 4.1092  0.271
H -2.4682 -3.4350 -1.3975  0.230
H -3.4960 -2.4072 -0.4335  0.330
H -2.0132 -1.4990 -4.3887  0.311
H 3.6248 3.7330 5.6996  0.274
H -3.9756 -2.8090 -2.1117  0.312
H 1.3126 -0.0832 -3.8870  0.303
H 0.7429 1.0787 -2.6625  0.283
H -3.6144 -0.0207 -0.8899  0.235
H -0.3134 -1.5924 -4.9107  0.265
H 0.3124 1.3009 -4.3751  0.369
H 2.1406 -2.8024 -1.4609  0.370

Forces on atoms 1 to 6 (eV/Å):
Br 0.0 0.0 0.1
Se 0.0 0.2 -0.2
P 0.2 0.1 -1.1
Na 0.3 0.3 0.2
O -0.1 -0.1 0.3
O 0.2 -0.2 -0.1

***

No. 4
ORCA calculation (the ωB97M-V functional and the def2-TZVPD basis) on a single C2H4INO molecule in a non-equilibrium geometry.

The LUMO energy comes out at 0.20 eV. Its relative energy (zero: lowest compared OMol25 entry of this formula, charge and spin) is 21.9 kcal per mole. Its HOMO-LUMO gap is 9.74 eV. The SMILES is CNC(=O)I.

Last column: Mulliken charge in e.
Geometry (Å):
I -4.1837 0.2221 -0.0341  0.084
O -2.1993 -2.0186 -0.0066  -0.396
N -1.1183 0.3207 -0.3649  -0.415
C 0.2567 -0.0907 -0.1208  -0.798
C -2.3889 -0.8417 -0.0935  0.317
H 0.5509 -0.7143 -1.0303  0.242
H -1.2806 1.1157 0.2317  0.265
H 0.2905 -0.5147 0.8075  0.315
H 0.7401 0.8110 -0.1884  0.385

Forces on atoms 1 to 6 (eV/Å):
I -0.3 0.0 0.0
O -0.4 2.3 -0.3
N -3.5 -2.5 0.1
C -2.1 -1.7 -3.9
C 4.3 0.9 -0.1
H 0.1 0.4 1.7

***

No. 5
ORCA calculation (the ωB97M-V functional and the def2-TZVPD basis) on 7 unconnected molecules or ions with the total composition C36H54F19N3O15P.

The LUMO energy comes out at -3.18 eV. Its HOMO-LUMO gap is 8.95 eV. The charge is +1.

Last column: Mulliken charge in e.
Geometry (Å):
P -3.0515 -0.4126 1.3250  0.249
F -6.6004 -2.9378 2.5228  -0.279
F -5.2190 -4.3690 1.6737  -0.267
F 8.1676 4.3645 0.2230  -0.281
F 12.1065 -0.9538 -0.7161  -0.261
F -2.0269 -10.6120 -1.7096  -0.228
F 1.7120 6.1472 -0.3443  -0.238
F 2.2466 -1.5658 -2.2686  -0.238
F 0.2761 -0.6792 -2.4239  -0.196
F 9.1703 5.7233 -1.1362  -0.259
F 7.1513 6.1387 -0.4893  -0.233
F -5.9439 2.8526 0.0366  -0.236
F 13.6180 0.5899 -0.8487  -0.239
F 11.5374 1.0907 -1.1546  -0.230
F -7.3127 -4.4451 1.1447  -0.243
F 1.2733 7.1902 1.4984  -0.262
F -2.5380 -9.5636 -3.5306  -0.241
F -4.0801 -10.0329 -2.0812  -0.247
F 1.8781 5.1091 1.5467  -0.273
F 1.7942 -0.2393 -3.9122  -0.245
O -7.7933 -5.7513 3.4435  -0.503
O -5.7314 -5.1494 4.1622  -0.293
O 10.9542 0.6383 1.3918  -0.319
O 2.6028 0.5880 -0.6939  -0.514
O 4.3129 6.5379 0.0985  -0.463
O -3.0878 -7.3291 -2.2091  -0.383
O -8.1228 -0.9434 -0.7511  -0.283
O -4.3561 1.0575 -2.0610  -0.325
O -5.2079 2.0429 1.9573  -0.332
O 6.2823 4.3664 -2.3367  -0.527
O 1.6196 1.8576 -2.2849  -0.323
O 13.1757 0.6762 1.8047  -0.507
O 3.8404 7.1408 2.2243  -0.325
O -2.0285 -8.2390 -0.4356  -0.504
O 8.4074 3.6219 -2.5387  -0.290
N -5.1669 -1.5201 -2.7163  -0.298
N -3.8696 -0.5311 -0.4142  0.964
N -3.8797 1.8759 0.0435  0.050
C 2.0392 0.7345 -1.7383  0.343
C -2.9757 -6.0231 -1.6171  -0.124
C -9.2754 0.0635 1.1152  0.083
C -6.4771 -4.2241 2.1433  1.404
C -5.0418 2.2379 0.8179  0.534
C 5.5193 8.8929 1.9406  -1.138
C 7.4351 4.3461 -2.0172  0.317
C -2.5672 -8.3250 -1.4977  0.309
C -5.9928 -1.4954 -1.5180  -0.063
C -3.0991 -2.1591 1.8201  -0.754
C -5.5230 -7.4061 5.0762  -1.109
C 5.2271 7.5047 2.4595  -0.144
C -9.1214 0.0112 -0.3938  -0.676
C -4.1002 0.8737 -0.9321  -0.328
C 3.5646 6.6851 1.0185  0.284
C -1.6207 -5.4099 -1.8991  -0.965
C 10.6527 0.8391 2.7919  -0.249
C 12.2375 0.5843 1.0719  0.331
C -5.1677 -1.2865 -0.2489  -1.513
C -5.8662 -5.9632 5.3610  -0.226
C 12.3815 0.3306 -0.4478  0.918
C -3.0224 -1.2845 -1.4190  -0.846
C -7.1260 -0.4788 -1.6268  -0.724
C 10.7264 2.3039 3.1563  -0.916
C -1.3237 -0.1802 0.8410  -0.952
C 8.0466 2.7505 -3.6367  -0.187
C 2.0727 6.2893 0.9316  0.973
C 7.9928 5.1736 -0.8353  0.951
C -10.1774 1.2195 1.5386  -1.353
C 3.2919 3.5845 -1.8130  -0.920
C -3.8105 -2.0089 -2.5248  -0.684
C -2.7997 -9.6692 -2.2269  0.906
C 8.0245 3.5078 -4.9442  -1.104
C 1.6047 -0.4617 -2.6174  0.781
C 1.8969 3.0790 -1.5448  -0.211
C -6.7612 -5.1638 3.3372  -0.074
H -3.7790 -3.0939 -2.3491  -0.035
H 5.4120 8.9363 0.8574  0.311
H 5.8692 6.7570 1.9959  0.242
H -9.6995 -0.8847 1.4527  0.291
H -0.9432 -0.8190 0.0472  0.194
H -6.7990 0.5171 -1.2974  0.169
H -6.8790 -5.8539 5.7448  0.339
H 7.0842 2.2887 -3.4192  0.277
H -6.4903 -2.4622 -1.3519  0.606
H 3.4520 3.7358 -2.8800  0.326
H -1.4304 -5.3720 -2.9719  0.314
H 4.0456 2.8856 -1.4520  0.324
H 4.8410 9.6197 2.3872  0.340
H -9.6810 2.1801 1.3911  0.324
H 5.3413 7.4464 3.5389  0.326
H 1.7310 2.8916 -0.4839  0.347
H -0.7501 -0.3889 1.7486  0.547
H 8.8132 1.9795 -3.6329  0.322
H -3.7799 -5.4466 -2.0722  0.310
H 7.2481 4.2720 -4.9411  0.295
H -3.5558 2.6913 -0.4779  0.464
H -11.0970 1.2276 0.9502  0.327
H 3.4429 4.5370 -1.3090  0.241
H -10.4519 1.1406 2.5889  0.387
H 6.5419 9.1694 2.1953  0.380
H -5.7838 -0.7677 0.4919  0.549
H -2.6184 -2.1815 2.8020  0.544
H -1.5759 -4.3932 -1.5027  0.119
H -2.4967 -2.0397 -0.8382  0.327
H -4.9022 -2.2453 0.1735  0.484
H -4.1397 -2.4318 1.9615  0.033
H -8.2822 0.1594 1.5651  0.072
H -5.1734 -5.5161 6.0692  0.308
H 1.1456 3.7826 -1.8963  0.271
H -3.1664 -6.0982 -0.5462  0.287
H 8.9852 3.9908 -5.1211  0.312
H -3.2777 -1.8443 -3.4624  0.339
H -1.1517 0.8661 0.5863  0.258
H -4.5198 -7.4873 4.6578  0.304
H 10.4104 2.4449 4.1898  0.373
H -5.5595 -7.9782 6.0024  0.387
H -8.8681 1.0005 -0.7935  0.389
H -10.0631 -0.2926 -0.8601  0.348
H 11.3296 0.2369 3.3963  0.336
H -5.6225 -2.0763 -3.4274  0.399
H 10.0716 2.8892 2.5098  0.143
H 11.7415 2.6846 3.0512  0.318
H -7.4757 -0.4106 -2.6624  0.348
H -6.2294 -7.8465 4.3736  0.321
H 7.8268 2.8179 -5.7642  0.388
H -2.6074 -2.8820 1.1643  0.239
H -0.8260 -5.9904 -1.4330  0.436
H 9.6438 0.4499 2.9086  0.308
H -2.2759 -0.6026 -1.8175  0.840

Forces on atoms 1 to 6 (eV/Å):
P -0.3 0.1 0.3
F 0.0 0.0 0.0
F -0.1 -0.1 0.0
F 0.0 0.0 0.1
F 0.0 0.0 0.0
F 0.0 0.0 0.0

***

No. 6
ORCA calculation (the ωB97M-V functional and the def2-TZVPD basis) on 2 unconnected molecules or ions with the total composition CH2N2O4S in a non-equilibrium geometry.

The LUMO energy comes out at -0.71 eV. Its relative energy (zero: lowest compared OMol25 entry of this formula, charge and spin) is 35.1 kcal per mole. Its HOMO-LUMO gap is 10.03 eV. The SMILES is O=S(=O)=NO.N=C=O.

Last column: Mulliken charge in e.
Geometry (Å):
S -0.5181 -1.1331 0.7287  0.972
O -2.0735 0.6687 0.4988  -0.387
O 0.6316 1.4645 0.0145  -0.568
O -0.4421 -0.9813 2.1338  -0.388
O 0.2734 -2.1064 0.0532  -0.445
N -1.6362 -0.5250 -0.1697  -0.132
N 1.2729 1.1050 -2.2206  -0.335
C 0.9589 1.2351 -1.0839  0.646
H 1.8628 0.6482 -2.8011  0.263
H -1.3741 1.2630 0.3023  0.373

Forces on atoms 1 to 6 (eV/Å):
S -0.9 -1.4 -0.8
O -1.6 -1.5 0.2
O -0.4 0.0 0.5
O 0.2 0.7 0.3
O 0.1 0.1 0.0
N 1.0 0.9 0.7